# 1
DFT (the ωB97M-V functional and the def2-TZVPD basis) results for a cluster of 7 separate species, H15NO6 in total.

Structure (SMILES): N.O.O.O.O.O.O

Each line ends with the Löwdin charge.
Element x y z (Å)
1 N 1.195 -2.812 -1.460  0.030
2 H 0.409 -2.796 -2.086  0.010
3 H 1.390 -1.884 -1.110  -0.042
4 H 2.052 -3.162 -1.852  0.006
5 O -2.841 0.060 2.886  -0.055
6 H -2.642 0.525 3.710  0.051
7 H -3.715 -0.328 3.005  0.047
8 O 2.733 0.206 -0.588  -0.062
9 H 2.381 0.117 0.311  0.008
10 H 3.683 0.041 -0.541  0.060
11 O 0.646 0.095 -2.868  -0.067
12 H 0.788 -0.025 -1.926  -0.017
13 H 0.422 1.022 -2.996  0.033
14 O -4.107 1.127 0.690  -0.075
15 H -4.226 2.022 0.345  0.037
16 H -3.992 1.332 1.627  0.000
17 O 1.077 2.629 -0.480  -0.062
18 H 0.980 1.986 0.231  0.010
19 H 1.939 2.410 -0.852  0.020
20 O 0.829 -0.528 1.310  -0.051
21 H 1.129 -1.440 1.414  0.057
22 H -0.130 -0.598 1.229  0.061

=====

# 2
DFT (the ωB97M-V functional and the def2-TZVPD basis) results for a structure of composition C4H8O2.

Each line ends with the Löwdin charge.
Element x y z (Å)
1 C 0.418 2.314 1.084  -0.141
2 C -0.415 1.162 0.627  -0.335
3 C -0.092 -0.891 -0.490  -0.470
4 C 0.900 -1.828 -1.139  0.003
5 H -0.572 2.744 1.819  0.140
6 H 1.262 2.085 1.915  0.123
7 H 0.489 2.877 0.043  0.109
8 H -1.367 1.489 0.102  0.127
9 H -1.076 0.840 1.798  0.195
10 H 0.484 -2.713 -1.330  0.013
11 H 1.834 -2.085 -0.399  0.149
12 H 1.286 -1.335 -2.115  0.119
13 O 0.447 0.215 -0.056  -0.008
14 O -1.348 -1.272 -0.236  -0.024

=====

# 3
DFT (the ωB97M-V functional and the def2-TZVPD basis) results for a structure of composition C4H6N4O2.

Each line ends with the Löwdin charge.
Element x y z (Å)
1 N 2.485 1.650 -0.741  0.014
2 C 1.692 1.571 0.467  -0.190
3 C 0.482 0.712 0.292  -0.317
4 N -0.208 0.064 1.186  0.210
5 C -1.309 -0.323 0.481  -0.326
6 N -1.315 0.113 -0.754  0.132
7 O -0.043 0.570 -0.927  0.059
8 C -2.177 -1.456 0.801  -0.120
9 N -2.206 -2.521 1.373  0.126
10 H 3.116 2.442 -0.699  0.078
11 H 3.053 0.818 -0.868  0.083
12 H 2.219 1.191 1.357  0.126
13 H 1.329 2.578 0.724  0.138
14 O -2.548 -2.422 -1.054  -0.263
15 H -2.116 -1.725 -1.568  0.001
16 H -2.454 -3.262 -0.070  0.249

=====

Strongest force on any atom values (in eV/Å) by entry order: 1.15; 7.12; 5.12.
HOMO-LUMO gap values (in eV) by entry order: 9.92; 10.81; 9.48.
Energy above the lowest of the compared OMol25 structures with the same formula, charge and spin values (in kJ/mol) by entry order: 119.2; 392.4; 751.5.